(1)
A molecular structure, C36H45N5OPPd. Source: the OMol25 dataset; level of theory: ωB97M-V/def2-TZVPD.

Charge ... +1
Frontier orbital gap (alpha / beta) ... 7.76 / 6.56 eV
Spin multiplicity ... 3
M ... 701.18 g mol⁻¹
E_HOMO (alpha / beta) ... -10.85 / -11.05 eV

Each line ends with the Löwdin charge.
Element x y z (Å)
1 Pd -0.36 1.82 -0.12  1.0731
2 P 0.91 -1.06 1.10  0.8807
3 O 0.59 0.44 1.12  -0.4565
4 N 1.33 2.98 -0.87  0.0099
5 N -1.09 1.92 -2.00  0.0146
6 N -3.29 1.00 -1.62  0.1751
7 N -2.49 1.85 0.49  0.0103
8 N 1.02 2.21 -3.13  0.1778
9 C 0.81 -1.69 2.81  -0.3065
10 C 3.71 -0.64 1.29  -0.1667
11 C -2.78 2.23 1.75  -0.1384
12 C -5.09 1.83 1.43  -0.0390
13 C 2.65 3.86 -2.65  0.0036
14 C 2.85 0.13 -1.42  -0.1959
15 C 3.92 0.93 -0.68  -0.1751
16 C 1.63 3.02 -2.18  -0.3274
17 C 2.86 -1.32 -0.95  -0.1788
18 C -2.06 0.58 -3.66  -0.1171
19 C 0.53 -0.19 4.89  -0.1949
20 C 3.02 4.61 -0.41  -0.0506
21 C -3.48 1.46 -0.32  -0.3175
22 C -0.62 -2.00 3.29  -0.1895
23 C -2.91 -0.19 -4.42  0.0004
24 C -0.73 -4.30 0.27  -0.1866
25 C 2.61 -1.44 0.56  -0.3422
26 C -2.55 -2.55 0.40  -0.1828
27 C -4.80 1.43 0.15  0.0066
28 C 3.33 4.66 -1.77  -0.0423
29 C -2.24 1.19 -2.32  -0.2986
30 C -0.78 0.89 -4.08  -0.1091
31 C -2.43 -0.66 -5.63  -0.0542
32 C -2.20 -3.98 -0.03  -0.1846
33 C 1.49 -0.68 3.80  -0.1767
34 C -0.10 -1.85 -0.18  -0.3296
35 C -1.14 -0.35 -6.06  -0.0544
36 C -1.61 -1.53 -0.24  -0.1757
37 C 2.02 3.76 -0.02  -0.1384
38 C 3.76 0.82 0.84  -0.1854
39 C -0.77 0.34 4.27  -0.1811
40 C 0.19 -3.34 -0.47  -0.1739
41 C -4.05 2.24 2.26  -0.0482
42 C -1.48 -0.74 3.42  -0.1778
43 C -0.16 1.74 -3.04  -0.2835
44 C -0.29 0.44 -5.29  0.0025
45 H -1.86 -1.48 -1.31  0.1164
46 H 0.71 0.69 -5.62  0.1192
47 H 1.84 0.21 3.27  0.0900
48 H 1.37 -2.63 2.79  0.1246
49 H -1.10 -2.72 2.64  0.0703
50 H -0.55 -4.25 1.35  0.1013
51 H -3.91 -0.42 -4.07  0.1196
52 H -6.11 1.81 1.80  0.1180
53 H 4.11 5.32 -2.13  0.1189
54 H -2.36 -4.08 -1.11  0.1193
55 H -0.51 1.20 3.65  0.0881
56 H -4.22 2.56 3.28  0.1142
57 H 2.84 1.33 1.15  0.0779
58 H 0.34 -1.27 -1.00  0.0968
59 H 3.01 0.19 -2.50  0.1197
60 H 4.59 1.33 1.35  0.1186
61 H 0.04 -3.48 -1.54  0.1286
62 H 2.17 -1.93 -1.53  0.0968
63 H -2.52 -2.48 1.48  0.0852
64 H 1.24 -3.59 -0.28  0.0995
65 H 3.86 -1.74 -1.13  0.1288
66 H -3.07 -1.27 -6.26  0.1101
67 H -0.79 -0.73 -7.02  0.1099
68 H -0.50 -5.32 -0.03  0.1167
69 H -2.44 -1.01 3.86  0.1179
70 H 2.71 -2.50 0.84  0.1170
71 H -2.86 -4.70 0.46  0.1149
72 H 1.87 0.58 -1.22  0.0596
73 H 2.86 3.84 -3.70  0.1221
74 H 1.02 0.59 5.46  0.1174
75 H -1.70 -0.35 2.43  0.0740
76 H -1.94 2.55 2.35  0.1010
77 H 1.75 3.67 1.03  0.1126
78 H 3.91 1.98 -0.99  0.0852
79 H 0.31 -1.00 5.59  0.1153
80 H -1.82 -0.54 0.16  0.0581
81 H -1.43 0.70 5.06  0.1108
82 H 4.91 0.54 -0.96  0.1240
83 H -0.53 -2.49 4.26  0.1251
84 H -3.57 -2.31 0.10  0.1180
85 H -5.57 1.10 -0.54  0.1197
86 H 4.67 -1.12 1.03  0.1251
87 H 2.36 -1.14 4.25  0.1143
88 H 3.54 5.22 0.31  0.1145
89 H 3.62 -0.72 2.37  0.0897

=====

(2)
A molecular structure, C36H46GeN12O4PSSe2Ti. Source: the OMol25 dataset; level of theory: ωB97M-V/def2-TZVPD.

Charge ... +1
Frontier orbital gap ... 7.41 eV
M ... 1052.28 g mol⁻¹
Energy above the lowest of the compared OMol25 structures with the same formula, charge and spin ... 0.3 kcal/mol
E_HOMO ... -9.99 eV

Each line ends with the Löwdin charge.
Element x y z (Å)
1 Se -2.66 -0.77 0.75  0.4638
2 Se -3.31 -2.64 -2.38  0.3341
3 Ge -0.53 2.99 2.17  0.7356
4 Ti -0.53 0.28 -0.28  0.5313
5 S 4.87 3.43 -0.71  0.6715
6 P -3.19 -2.69 -0.26  0.2167
7 O 4.00 2.74 0.22  -0.3292
8 O 4.98 1.01 -3.92  0.0967
9 O 5.05 -0.56 -2.44  0.1241
10 O 5.83 2.67 -1.46  -0.2752
11 N 4.56 0.42 -2.95  -0.3356
12 N -3.52 0.82 -3.51  0.1421
13 N -1.54 0.61 -2.09  0.0736
14 N -5.76 0.68 -3.88  0.1984
15 N 3.97 1.07 2.77  0.1683
16 N 0.31 -1.91 -0.98  0.0202
17 N 1.31 0.88 -1.45  0.0464
18 N 2.53 -0.52 3.63  0.1501
19 N -5.00 0.42 -1.72  0.1988
20 N 0.86 -0.17 1.44  -0.0257
21 N 2.77 2.13 -2.55  0.0624
22 N 3.07 -5.47 0.59  0.1910
23 C 5.70 4.72 0.17  -0.2857
24 C 4.75 5.63 0.94  -0.0990
25 C -0.82 -5.01 2.13  -0.0662
26 C 0.64 -3.26 -2.93  -0.0175
27 C -7.15 -4.04 1.66  -0.0750
28 C 1.39 -1.19 3.50  -0.0988
29 C 3.44 3.34 -3.03  -0.1159
30 C 2.43 -4.78 -0.06  -0.1733
31 C -0.40 -6.01 1.27  -0.0798
32 C -5.65 -3.98 -0.21  -0.1100
33 C 0.11 -2.16 -2.28  -0.1671
34 C 2.83 0.34 2.67  -0.3504
35 C -6.83 -4.42 0.37  -0.0729
36 C 3.82 4.28 -1.90  -0.1880
37 C 1.98 0.51 1.55  -0.0723
38 C 0.62 3.25 -1.93  0.0216
39 C -1.65 -4.00 1.67  -0.1165
40 C -6.29 -3.22 2.38  -0.0741
41 C 1.64 -3.90 -0.87  -0.1976
42 C -0.76 2.02 3.84  -0.1983
43 C -4.78 -3.15 0.50  -0.4033
44 C -4.75 0.62 -3.01  -0.5051
45 C 3.32 0.88 -2.36  -0.1376
46 C 1.05 -2.78 -0.29  -0.0849
47 C -0.83 1.81 0.65  -0.4233
48 C 2.43 0.12 -1.70  -0.0184
49 C 1.55 2.08 -1.97  -0.2894
50 C -5.11 -2.78 1.80  -0.1219
51 C 0.54 -1.03 2.43  -0.1604
52 C -1.81 4.47 2.07  -0.2231
53 C -2.05 -3.98 0.33  -0.3985
54 C -0.81 -6.00 -0.05  -0.0786
55 C 1.28 3.75 2.12  -0.2114
56 C -2.51 0.68 -2.75  -0.3334
57 C 1.43 -4.14 -2.23  0.0159
58 C -1.63 -4.99 -0.52  -0.1131
59 H -5.92 0.11 -1.44  0.1248
60 H 4.11 5.06 1.60  0.0690
61 H 2.24 1.22 0.77  0.0878
62 H 2.53 -0.90 -1.40  0.1205
63 H -1.66 5.16 2.90  0.0214
64 H -2.83 4.09 2.12  0.0207
65 H -4.45 -2.13 2.36  0.0556
66 H 4.39 5.12 -2.30  0.1232
67 H -0.51 -5.02 3.17  0.1098
68 H 4.27 1.62 1.98  0.0655
69 H -0.49 -6.79 -0.72  0.1137
70 H 1.20 -2.59 0.76  0.1083
71 H 4.31 3.02 -3.59  0.1135
72 H -1.95 -4.97 -1.56  0.0633
73 H -1.71 1.49 3.85  0.0249
74 H 2.77 3.85 -3.72  0.1353
75 H -0.40 2.89 -2.01  0.0637
76 H 0.04 1.29 3.98  -0.0011
77 H -6.71 0.53 -3.61  0.1211
78 H -1.99 -3.23 2.35  0.0811
79 H -1.69 5.02 1.14  0.0156
80 H 1.88 -5.00 -2.70  0.1346
81 H -8.07 -4.38 2.12  0.1075
82 H -5.54 0.82 -4.85  0.1239
83 H 6.32 5.25 -0.55  0.1114
84 H -1.67 2.13 -0.01  -0.0144
85 H -6.54 -2.91 3.39  0.1076
86 H 2.96 4.66 -1.35  0.0961
87 H 4.13 6.22 0.26  0.0778
88 H 0.26 -6.80 1.63  0.1106
89 H -4.25 0.16 -1.09  -0.0012
90 H 1.27 4.74 2.58  0.0268
91 H -5.40 -4.26 -1.23  0.0650
92 H 1.99 3.13 2.68  0.0094
93 H -0.40 -1.56 2.34  0.0535
94 H 6.37 4.17 0.84  0.1151
95 H -7.50 -5.05 -0.19  0.1077
96 H 0.82 3.93 -2.75  0.0907
97 H 0.71 3.78 -0.98  0.0800
98 H -0.73 2.71 4.69  0.0273
99 H 0.43 -3.41 -3.98  0.1225
100 H 1.14 -1.88 4.30  0.1193
101 H 1.66 3.84 1.10  -0.0132
102 H 5.33 6.34 1.54  0.0875
103 H -0.51 -1.45 -2.81  0.0672
104 H 4.62 0.83 3.50  0.1139

=====

Number 1: largest force on an atom 0.018 Eh/bohr. Number 2: largest force on an atom 0.005 Eh/bohr.